#w
{
  "formula": "C10H15N2O",
  "method": "the ωB97M-V functional and the def2-TZVPD basis",
  "elements": ["C", "C", "C", "C", "C", "C", "C", "C", "C", "C", "N", "N", "O", "H", "H", "H", "H", "H", "H", "H", "H", "H", "H", "H", "H", "H", "H", "H"],
  "positions_angstrom": [[2.99567, 0.30568, 0.47361], [2.70139, -0.67383, -0.58047], [2.00918, 0.80803, 1.20387], [1.64452, -1.50895, -0.33038], [-2.88855, 0.00218, 0.46830], [0.60604, 0.23347, 1.12503], [0.57952, -1.25371, 0.71376], [-1.21206, -0.03646, -0.44170], [-1.60343, -0.21824, -1.86009], [-0.36594, 2.20010, 0.12526], [-0.20844, 0.82306, -0.01233], [-0.69168, -1.35858, -0.01732], [-2.89114, -0.86981, 1.26710], [3.99197, 0.57334, 0.64490], [3.48474, -0.72431, -1.28051], [2.36753, 1.48425, 1.94063], [1.38487, -2.35201, -0.79137], [-3.69944, 0.65961, 0.09479], [-0.03709, 0.25261, 2.10865], [0.48677, -1.75371, 1.67727], [-0.86923, -0.69216, -2.35981], [-1.81072, 0.78812, -2.37189], [-2.48461, -0.75067, -1.98862], [-0.77305, 2.64349, 1.14740], [0.52253, 2.79559, 0.01578], [-1.13145, 2.64560, -0.67358], [-0.61585, -2.01107, -0.80413], [-1.49205, -2.01161, 0.50584]],
  "gap_ev": 8.7,
  "charge": 1,
  "homo_energy_ev": -12.07
}

---

#x
{
  "formula": "C10H15N2O",
  "method": "the ωB97M-V functional and the def2-TZVPD basis",
  "elements": ["C", "C", "C", "C", "C", "C", "C", "C", "C", "C", "N", "N", "O", "H", "H", "H", "H", "H", "H", "H", "H", "H", "H", "H", "H", "H", "H", "H"],
  "positions_angstrom": [[1.83171, 1.41802, -1.43057], [1.25941, 1.75605, -0.20765], [2.81612, 0.48231, -1.17107], [1.90969, 1.02342, 0.73279], [-3.60395, 1.16933, -1.36203], [-2.53527, 0.93135, -0.60386], [-1.57916, -0.12489, -0.54912], [0.45653, -1.00081, 2.51427], [0.74596, -1.96184, 0.16676], [0.11905, -0.93637, 1.03598], [-1.22264, -1.01042, -1.39870], [-0.85253, -0.16555, 0.65972], [2.86012, 0.25932, 0.18918], [1.55363, 1.53338, -2.44457], [0.32784, 2.41666, -0.16820], [3.52503, 0.07433, -1.85591], [-4.26847, 1.97256, -1.19229], [-4.01083, 0.37754, -1.90828], [-2.21511, 1.61483, 0.13547], [1.50940, -0.89959, 2.59908], [-0.10948, -0.08330, 2.96499], [0.13347, -1.99811, 2.81746], [1.51531, -2.56942, 0.61166], [1.04277, -1.75926, -0.88670], [-0.05540, -2.69273, -0.08185], [-1.75907, -1.12655, -2.29219], [1.75952, 0.74923, 1.76179], [-1.15366, 0.55052, 1.36385]],
  "gap_ev": 7.5,
  "charge": 1,
  "homo_energy_ev": -12.14
}

---

Which of them is most stable, and which least? Most stable: #x; least stable: #w.

---

#w
{
  "formula": "C8H10N2O2",
  "method": "the ωB97M-V functional and the def2-TZVPD basis",
  "elements": ["C", "C", "C", "C", "C", "C", "C", "C", "N", "N", "O", "O", "H", "H", "H", "H", "H", "H", "H", "H", "H", "H"],
  "positions_angstrom": [[-2.75875, -0.73147, -0.22923], [0.05544, 1.80408, 0.26033], [-1.38895, -0.24198, -0.07608], [-1.18015, 1.09016, 0.21536], [1.31449, 1.40114, 0.05050], [-0.34041, -1.26691, -0.46150], [-2.38901, 1.94177, 0.34083], [1.41169, -2.28316, 0.84641], [-3.74508, -1.31795, -0.22417], [0.70144, -1.26877, 0.49534], [2.45428, 1.12002, 0.06436], [0.24178, -0.95610, -1.72058], [-0.08130, 2.80142, 0.62516], [-0.82053, -2.24436, -0.64299], [-2.40725, 2.81722, 1.03663], [-3.25194, 1.34419, 0.63130], [-2.40378, 2.40746, -0.64965], [2.15469, -1.99416, 1.51173], [1.36241, -3.18571, 0.42558], [7.50558, -0.67007, 0.36650], [6.85731, -1.26706, 0.40967], [-0.25039, -0.30673, -2.21266]],
  "gap_ev": 8.7,
  "charge": 0,
  "homo_energy_ev": -8.65
}

---

#x
{
  "formula": "C8H10N2O2",
  "method": "the ωB97M-V functional and the def2-TZVPD basis",
  "elements": ["C", "C", "C", "C", "C", "C", "C", "C", "N", "N", "O", "O", "H", "H", "H", "H", "H", "H", "H", "H", "H", "H"],
  "positions_angstrom": [[-1.66634, -1.84471, 0.01641], [-2.06052, -0.44142, -0.05347], [0.96380, -1.97202, -0.43291], [-3.30137, -0.09852, 0.17408], [-0.45132, -2.50550, -0.08736], [0.21097, 0.16346, 0.60969], [-1.18013, 1.84778, -0.48450], [2.43056, -0.20405, -0.43704], [-0.97942, 0.41833, -0.26578], [1.12090, -0.74448, -0.01940], [-4.42284, 0.27782, -0.00076], [-0.48486, -3.81458, -0.06410], [-2.51346, -2.53235, -0.12510], [0.78918, 1.11810, 0.64473], [-0.06852, -0.38696, 1.45276], [-0.33830, 2.24975, -1.02405], [-2.04660, 1.78378, -1.10548], [-1.18987, 2.32890, 0.42696], [2.75509, 0.71694, 0.17951], [3.04338, -0.97635, -0.41135], [2.35104, 0.17726, -1.45567], [-1.29159, -4.00226, 0.29432]],
  "gap_ev": 7.9,
  "charge": 0,
  "homo_energy_ev": -7.43
}

---

Which of them is most stable, and which least? Most stable: #w; least stable: #x.

---

#w
{
  "formula": "C3H3NO2S",
  "method": "the ωB97M-V functional and the def2-TZVPD basis",
  "elements": ["C", "C", "C", "N", "O", "O", "S", "H", "H", "H"],
  "positions_angstrom": [[-0.17834, -1.81242, -0.25282], [1.17684, -0.08393, 0.35580], [-0.06125, 0.56300, -0.28841], [-0.82796, -0.57829, -0.52910], [-2.63541, 1.34065, -0.30271], [1.00733, -1.52463, 0.14153], [-1.73453, 0.56406, 0.46524], [2.20863, 0.34091, 0.09023], [1.10010, -0.10274, 1.40496], [-0.05542, 1.29339, -1.08471]],
  "gap_ev": 9.5,
  "charge": 0,
  "homo_energy_ev": -9.48
}

---

#x
{
  "formula": "C3H3NO2S",
  "method": "the ωB97M-V functional and the def2-TZVPD basis",
  "elements": ["O", "C", "N", "S", "H", "C", "C", "O", "H", "H"],
  "positions_angstrom": [[0.10247, -1.83554, 1.32661], [-0.07893, -0.70595, 1.32900], [-0.28603, 0.39977, 1.72829], [-1.07433, 1.77266, 1.06178], [-0.38491, 2.90044, 1.24732], [0.25010, -0.03812, -1.08737], [0.50383, -1.28893, -1.45102], [0.79760, -2.42513, -1.64980], [-0.70137, 0.41979, -1.24610], [0.87156, 0.80102, -1.25871]],
  "gap_ev": 9.6,
  "charge": 0,
  "homo_energy_ev": -9.37
}

---

Which of them is most stable, and which least? Most stable: #x; least stable: #w.

---

#w
{
  "formula": "C3H10N2O",
  "method": "the ωB97M-V functional and the def2-TZVPD basis",
  "elements": ["N", "C", "O", "H", "H", "H", "H", "C", "C", "N", "H", "H", "H", "H", "H", "H"],
  "positions_angstrom": [[-0.23077, 1.31557, 0.81878], [-1.66089, 0.28521, 1.71546], [-2.15296, -0.57236, 0.94974], [-0.64046, 1.43677, -0.10160], [-0.36029, 2.10270, 1.42472], [-0.88529, -0.04255, 2.44842], [-2.29642, 1.11256, 2.07905], [1.12416, -0.87745, -2.07900], [0.46598, -0.41016, 0.13013], [1.59198, -0.61713, -0.65634], [2.00858, -0.84558, -2.73302], [0.36533, -0.15672, -2.47126], [0.72357, -1.88421, -2.03976], [-0.56594, -0.63267, -0.16598], [0.69976, -0.57729, 1.21029], [1.81368, 0.36331, -0.52965]],
  "spin_multiplicity": 2,
  "gap_ev": [4.4, 7.4],
  "charge": -1,
  "homo_energy_ev": [-0.12, -3.27]
}

---

#x
{
  "formula": "C3H10N2O",
  "method": "the ωB97M-V functional and the def2-TZVPD basis",
  "elements": ["C", "C", "N", "H", "H", "H", "H", "H", "H", "N", "C", "O", "H", "H", "H", "H"],
  "positions_angstrom": [[-0.72190, -1.63321, -0.63513], [-1.75596, -0.92142, -1.05400], [-0.52997, -2.98530, -0.94728], [0.05039, -1.13711, -0.06851], [-1.96366, 0.12614, -0.89798], [-2.52521, -1.52017, -1.55007], [0.13675, 2.40788, -0.35664], [0.18739, -3.40595, -0.37168], [-1.37910, -3.52608, -0.89600], [2.00854, 1.36717, 0.61061], [0.82772, 1.65089, 1.32017], [-0.22234, 2.26024, 0.52647], [2.87830, 1.82055, 0.82757], [1.99920, 0.65198, -0.09805], [0.98335, 2.35607, 2.12049], [0.35640, 0.77146, 1.75393]],
  "spin_multiplicity": 2,
  "gap_ev": [2.8, 9.1],
  "charge": -1,
  "homo_energy_ev": [1.29, -5.07]
}

---

Which of them is most stable, and which least? Most stable: #x; least stable: #w.

---

#w
{
  "formula": "C11H21ClN3O4Rh",
  "method": "the ωB97M-V functional and the def2-TZVPD basis",
  "elements": ["Rh", "C", "C", "C", "C", "C", "H", "H", "H", "H", "H", "N", "C", "C", "C", "N", "C", "C", "N", "C", "H", "H", "H", "H", "H", "H", "H", "H", "H", "H", "H", "H", "H", "H", "H", "H", "O", "Cl", "O", "O", "O"],
  "positions_angstrom": [[0.19400, -1.41800, 0.42284], [-0.22900, -3.16055, 1.68043], [-0.08336, -3.49788, 0.29454], [1.27590, -3.20599, -0.08890], [1.90713, -2.62169, 1.03199], [0.97250, -2.56513, 2.12492], [-1.13147, -3.28321, 2.26175], [-0.84532, -3.98277, -0.29780], [1.71615, -3.37806, -1.05781], [2.90450, -2.20670, 1.04424], [1.16795, -2.13883, 3.09506], [1.08233, 3.02302, -0.93006], [0.15298, 1.84687, -0.79575], [-0.91349, 2.15549, 0.24295], [-1.89325, 0.99527, 0.43381], [-1.28721, -0.11362, 1.23651], [-2.42971, 0.47721, -0.89921], [-1.34550, 0.21517, -1.94262], [-0.56262, -1.01397, -1.57615], [-0.44198, 1.43222, -2.12667], [1.67617, 3.02654, -0.07586], [0.59346, 3.91484, -1.02858], [1.70990, 2.91815, -1.72990], [0.81899, 1.06060, -0.45000], [-1.50712, 3.01109, -0.09725], [-0.46003, 2.43527, 1.19707], [-2.73171, 1.37433, 1.02029], [-2.05493, -0.67177, 1.60132], [-0.82769, 0.29205, 2.05411], [-3.11633, 1.22259, -1.30394], [-3.02990, -0.42387, -0.74218], [-1.82211, 0.00806, -2.90188], [0.19013, -1.14380, -2.24999], [-1.19521, -1.79430, -1.73799], [-1.05843, 2.23385, -2.54478], [0.34059, 1.21535, -2.85967], [2.39823, 0.04011, 0.27171], [2.48277, 0.76026, 1.56803], [2.29877, 2.17316, 1.30527], [3.71831, 0.49907, 2.18710], [1.36560, 0.28958, 2.36303]],
  "gap_ev": 8.4,
  "charge": 2,
  "homo_energy_ev": -16.42
}

---

#x
{
  "formula": "C11H21ClN3O4Rh",
  "method": "the ωB97M-V functional and the def2-TZVPD basis",
  "elements": ["Rh", "C", "C", "C", "C", "C", "H", "H", "H", "H", "H", "N", "C", "C", "C", "N", "C", "C", "N", "C", "H", "H", "H", "H", "H", "H", "H", "H", "H", "H", "H", "H", "H", "H", "H", "H", "O", "Cl", "O", "O", "O"],
  "positions_angstrom": [[-0.46829, -1.19846, -0.56039], [0.11171, -2.17553, -2.87776], [-0.89073, -1.20330, -3.10787], [-2.01990, -1.55877, -2.34285], [-1.70940, -2.75592, -1.61470], [-0.38121, -3.12637, -1.95024], [1.07270, -2.22307, -3.36882], [-0.82799, -0.38925, -3.81333], [-2.99616, -1.09941, -2.39708], [-2.40558, -3.36961, -1.06520], [0.12155, -4.02694, -1.63485], [1.59938, 2.84654, -0.07819], [0.59502, 1.83510, 0.41593], [-0.75988, 2.48999, 0.63057], [-1.76350, 1.45145, 1.15187], [-2.06473, 0.43603, 0.11965], [-1.25681, 0.78756, 2.42663], [0.14101, 0.16588, 2.25151], [0.10669, -1.03818, 1.44699], [1.12161, 1.20826, 1.69404], [1.30398, 3.28466, -0.95298], [2.50890, 2.40311, -0.23616], [1.72402, 3.58584, 0.61818], [0.51686, 1.07581, -0.35917], [-1.12763, 2.92779, -0.30323], [-0.68950, 3.28660, 1.37573], [-2.68206, 1.98410, 1.41429], [-2.42713, 0.88647, -0.71454], [-2.80188, -0.16955, 0.46808], [-1.95065, 0.00365, 2.73724], [-1.23624, 1.52952, 3.22740], [0.49268, -0.10535, 3.25078], [-0.29962, -1.80295, 1.97805], [1.64799, -1.70130, 1.04620], [2.08607, 0.72647, 1.50933], [1.27355, 1.97821, 2.45721], [3.43668, -2.22237, -1.58077], [2.93705, -1.35466, -0.62498], [1.90403, -0.47263, -1.13632], [3.87112, -0.61721, 0.11325], [2.18632, -2.28220, 0.38651]],
  "gap_ev": [6.6, 6.6],
  "charge": 2,
  "homo_energy_ev": [-15.06, -15.06]
}

---

Which of them is most stable, and which least? Most stable: #w; least stable: #x.